A gas-phase ion, C3H9ClN3 (charge +1). Source: the OMol25 dataset; level of theory: ωB97M-V/def2-TZVPD.

## Properties
Strongest force on any atom   4.97 eV/Å
2S+1   1
Orbital gap   11.6 eV
ΔE to the lowest compared entry with this formula, charge and spin   10.98 kcal/mol
Net charge   +1

Atoms and positions in Å:
Cl 1.955 -1.265 -0.321
N -0.927 -1.728 0.549
N -0.132 0.267 -0.275
N -2.269 -0.396 -0.649
C 1.149 0.245 0.334
C -1.108 -0.578 -0.033
C 1.933 1.482 -0.100
H -0.032 -1.935 1.043
H 2.077 1.411 -1.232
H -2.706 0.572 -0.952
H 2.730 1.751 0.699
H 1.289 2.363 0.129
H 0.912 0.159 1.462
H -0.293 1.147 -0.529
H -2.904 -1.218 -0.831
H -1.673 -2.277 0.703